Record 1
Here is a 5-piece molecular cluster, C34H60ClN3O18P3 overall from the Open Molecules 2025 dataset. Energies are from ωB97M-V/def2-TZVPD.

Computed properties:
Frontier orbital gap, eV: 5.552
Total charge: -1
Energy, hartree: -4333.92961
E_HOMO, eV: -3.98

```
119
Properties=species:S:1:pos:R:3:mulliken_charge:R:1
C -4.942 -0.892 0.603 -0.51
C -3.494 -1.513 0.126 0.48
C -3.265 -1.120 -1.450 -0.31
C -2.867 0.445 -1.727 0.10
C -1.240 0.768 -1.508 0.90
C -0.983 1.868 -2.696 -0.25
Cl -0.722 1.082 -4.396 -0.17
C 0.303 2.858 -2.469 -0.38
C 1.736 2.219 -3.051 -0.88
O -0.280 -0.314 -1.905 0.60
P 0.684 -1.014 -0.603 0.62
N -0.431 -2.399 -0.500 -0.09
C -0.203 -3.312 -1.537 0.38
O -0.495 -3.984 -2.687 -0.64
O 1.911 0.220 -0.536 -0.12
C 2.398 0.419 0.870 0.04
N 2.555 1.079 2.000 -0.78
P 1.969 -1.814 -2.226 -0.16
N 1.235 -1.515 -3.832 -0.45
O 3.432 -0.807 -2.242 -0.55
P 1.745 -2.015 1.014 0.22
C 3.377 -2.830 0.450 -0.26
C 4.157 -3.312 1.849 -0.30
C 0.730 -3.407 1.834 -0.52
C -0.579 -2.864 2.710 -0.60
O -0.211 -0.127 0.650 -0.32
C -0.822 1.101 0.041 -0.87
C -1.971 1.665 1.093 -0.27
C -2.274 3.233 0.598 0.19
C -3.861 3.638 0.657 -0.93
C -4.454 4.204 -0.800 0.54
C -6.001 3.703 -1.076 -0.81
C -6.118 2.618 -2.320 -0.03
O -6.985 1.503 -1.890 -0.39
C -7.378 0.652 -3.027 -0.36
H -5.767 -1.702 0.824 0.24
H -5.264 -0.124 -0.252 -0.13
H -4.733 -0.215 1.564 0.22
H -2.630 -1.093 0.794 -0.65
H -3.549 -2.689 0.251 0.48
H -4.316 -1.294 -1.988 -0.05
H -2.506 -1.815 -2.025 -0.02
H -3.084 0.642 -2.884 0.45
H -3.563 1.185 -1.145 -0.67
H -1.940 2.554 -2.756 0.22
H 0.110 3.811 -3.161 0.35
H 0.422 3.280 -1.381 0.18
H 1.762 1.050 -3.019 0.12
H 2.016 2.667 -4.120 0.30
H 2.589 2.595 -2.322 0.25
H 1.276 -2.425 -4.348 0.34
H 1.876 -0.856 -4.357 0.27
H 4.246 -1.395 -2.179 0.30
H 4.084 -2.006 -0.018 0.06
H 3.222 -3.743 -0.280 0.36
H 4.467 -4.440 1.834 0.25
H 5.144 -2.653 1.959 -0.41
H 3.477 -3.009 2.765 0.29
H 0.444 -4.304 1.104 0.30
H 1.447 -3.906 2.649 0.40
H -1.382 -2.438 1.974 -0.10
H -0.286 -2.154 3.592 0.26
H -1.047 -3.840 3.209 0.35
H 0.058 1.881 0.249 0.06
H -2.974 1.063 1.071 -0.62
H -1.582 1.755 2.207 0.45
H -1.907 3.397 -0.519 -0.46
H -1.660 3.971 1.269 0.54
H -4.571 2.801 1.067 0.32
H -3.936 4.578 1.389 0.26
H -3.745 3.812 -1.662 -0.39
H -4.481 5.394 -0.827 0.30
H -6.413 3.141 -0.107 0.23
H -6.641 4.653 -1.326 0.22
H -5.041 2.297 -2.652 0.08
H -6.667 3.159 -3.208 0.44
H -6.872 -0.415 -2.936 -0.01
H -7.153 1.127 -4.085 0.30
H -8.551 0.455 -2.958 0.20
C 8.681 -0.592 2.832 -0.37
C 8.522 -1.518 3.994 -0.01
O 7.636 -2.506 3.503 -0.34
C 7.752 -2.502 2.143 0.69
O 7.259 -3.341 1.407 -0.54
O 8.490 -1.437 1.713 -0.34
H 9.671 -0.127 2.802 0.28
H 7.918 0.194 2.815 0.27
H 9.464 -1.997 4.279 0.08
H 8.098 -1.018 4.869 0.35
C -5.129 -4.356 -4.241 -0.37
C -6.444 -5.060 -4.343 -0.32
O -7.219 -4.450 -3.328 -0.34
C -6.677 -3.218 -3.101 0.60
O -7.193 -2.355 -2.411 -0.54
O -5.483 -3.077 -3.747 -0.18
H -4.626 -4.272 -5.208 0.28
H -4.452 -4.836 -3.527 0.29
H -6.932 -4.894 -5.309 0.26
H -6.354 -6.135 -4.169 0.29
C -1.219 8.479 -1.230 -0.39
C -1.378 7.553 -0.068 -0.38
O -2.264 6.564 -0.559 -0.15
C -2.148 6.569 -1.919 0.58
O -2.641 5.730 -2.655 -0.48
O -1.410 7.633 -2.349 -0.34
H -0.229 8.943 -1.260 0.31
H -1.982 9.265 -1.247 0.27
H -0.436 7.074 0.217 0.28
H -1.802 8.053 0.807 0.31
C 10.153 -3.382 8.373 -0.34
C 9.611 -4.096 7.178 -0.35
O 9.778 -3.156 6.133 -0.27
C 10.782 -2.313 6.515 0.68
O 11.303 -1.487 5.784 -0.53
O 11.127 -2.516 7.820 -0.33
H 10.608 -4.065 9.096 0.30
H 9.393 -2.780 8.882 0.26
H 10.181 -4.999 6.936 0.25
H 8.556 -4.362 7.295 0.32
```

---

Record 2
Here is a 2-piece molecular cluster, C5H14N4 overall from the Open Molecules 2025 dataset. Energies are from ωB97M-V/def2-TZVPD.

Computed properties:
SMILES: C/N=C(\C)NC.C=NN
Relative energy (zero: lowest compared OMol25 entry of this formula, charge and spin), kcal per mole: 67.4
Frontier orbital gap, eV: 8.925
Energy, hartree: -417.82108
E_HOMO, eV: -8.05

```
23
Properties=species:S:1:pos:R:3:nbo_charge:R:1
C 0.875 -1.239 1.955 -0.44
N 1.038 -0.631 0.666 -0.51
C 0.256 -0.939 -0.308 0.44
C -1.089 -1.625 -0.180 -0.69
N 0.463 -0.308 -1.488 -0.62
C 1.753 0.250 -1.811 -0.41
H -0.143 -1.110 2.355 0.16
H 1.097 -2.311 1.920 0.19
H 1.600 -0.785 2.630 0.20
H -1.597 -1.384 0.752 0.21
H -1.752 -1.340 -0.992 0.22
H -0.950 -2.707 -0.181 0.24
H -0.483 0.273 -1.865 0.40
H 1.670 0.806 -2.746 0.20
H 2.502 -0.541 -1.945 0.20
H 2.041 0.925 -1.001 0.21
C -0.801 2.060 -0.741 -0.30
N -0.423 2.082 0.509 -0.16
N -1.200 1.541 1.437 -0.62
H -0.238 2.744 -1.360 0.19
H -1.864 1.996 -0.992 0.15
H -2.056 1.065 1.152 0.34
H -0.698 1.176 2.233 0.38
```

---

Record 3
Here is one molecule with the formula C2H5N5O from the Open Molecules 2025 dataset. Energies are from ωB97M-V/def2-TZVPD.

Computed properties:
SMILES: NNc1nonc1N
Relative energy (zero: lowest compared OMol25 entry of this formula, charge and spin), kcal per mole: 69.3
Frontier orbital gap, eV: 10.207
Energy, hartree: -428.11270
E_HOMO, eV: -9.52

```
13
Properties=species:S:1:pos:R:3:nbo_charge:R:1
N 0.037 1.834 -1.509 -0.66
N -0.457 0.487 -1.589 -0.44
C -0.420 -0.140 -0.402 0.23
N -1.401 -0.810 0.099 -0.13
O -1.026 -1.304 1.310 -0.15
N 0.264 -0.796 1.624 -0.10
C 0.628 -0.163 0.553 0.23
N 1.931 0.328 0.210 -0.86
H 1.065 1.780 -1.506 0.38
H -0.295 2.332 -0.669 0.34
H -1.351 0.404 -2.042 0.39
H 2.590 -0.411 -0.046 0.39
H 2.321 0.835 1.029 0.39
```

---

Please write out number 2 again, unchanged.
Here is a 2-piece molecular cluster, C5H14N4 overall from the Open Molecules 2025 dataset. Energies are from ωB97M-V/def2-TZVPD.

Computed properties:
SMILES: C/N=C(\C)NC.C=NN
Relative energy (zero: lowest compared OMol25 entry of this formula, charge and spin), kcal per mole: 67.4
Frontier orbital gap, eV: 8.925
Energy, hartree: -417.82108
E_HOMO, eV: -8.05

```
23
Properties=species:S:1:pos:R:3:nbo_charge:R:1
C 0.875 -1.239 1.955 -0.44
N 1.038 -0.631 0.666 -0.51
C 0.256 -0.939 -0.308 0.44
C -1.089 -1.625 -0.180 -0.69
N 0.463 -0.308 -1.488 -0.62
C 1.753 0.250 -1.811 -0.41
H -0.143 -1.110 2.355 0.16
H 1.097 -2.311 1.920 0.19
H 1.600 -0.785 2.630 0.20
H -1.597 -1.384 0.752 0.21
H -1.752 -1.340 -0.992 0.22
H -0.950 -2.707 -0.181 0.24
H -0.483 0.273 -1.865 0.40
H 1.670 0.806 -2.746 0.20
H 2.502 -0.541 -1.945 0.20
H 2.041 0.925 -1.001 0.21
C -0.801 2.060 -0.741 -0.30
N -0.423 2.082 0.509 -0.16
N -1.200 1.541 1.437 -0.62
H -0.238 2.744 -1.360 0.19
H -1.864 1.996 -0.992 0.15
H -2.056 1.065 1.152 0.34
H -0.698 1.176 2.233 0.38
```

---

- Which formula does entry 3 have?
  C2H5N5O